Arrangement P

Here is a 2-piece molecular cluster, C2H4N2S overall from OMol25. Energies are from the ωB97M-V functional and the def2-TZVPD basis.

Each line ends with the natural charge from an NBO analysis.
Geometry (Å):
C  1.35  2.14  0.65  0.25
C  -0.70  -0.70  -1.15  -0.47
N  2.46  2.27  1.01  -0.51
N  -0.55  -0.04  0.11  -0.49
S  -0.13  -0.95  1.40  0.41
H  -0.11  -1.76  -1.15  0.18
H  -1.84  -1.01  -1.17  0.24
H  -0.33  -0.12  -1.99  0.24
H  -0.14  0.16  2.29  0.15

Summary:
- frontier orbital gap (alpha / beta) (eV) = 9.30 / 5.04
- charge = 0
- LUMO level (alpha / beta) (eV) = -1.44 / -3.63

***

Arrangement Q

Here is C2H4N2S as an isolated structure from OMol25. Energies are from the ωB97M-V functional and the def2-TZVPD basis.

Each line ends with the natural charge from an NBO analysis.
Geometry (Å):
C  1.53  0.31  0.00  -0.14
C  -1.47  0.27  0.00  -0.20
H  2.83  -0.08  -0.40  0.18
H  1.54  1.62  0.28  0.25
H  -0.69  -1.80  0.41  0.42
H  -1.14  1.44  -0.09  0.23
N  0.87  -0.81  -0.28  -0.26
N  -0.55  -0.79  0.19  -0.51
S  -2.93  -0.17  -0.11  0.02

Summary:
- frontier orbital gap (eV) = 8.72
- charge = 0
- LUMO level (eV) = 0.11

***

What should be chosen as the most stable of them? Choose arrangement Q.

***

Arrangement P

Here is one molecule with the formula C2H4N2S from OMol25. Energies are from the ωB97M-V functional and the def2-TZVPD basis.

Each line ends with the natural charge from an NBO analysis.
Geometry (Å):
N  1.93  -0.70  -1.74  -0.30
C  1.24  -0.55  -0.83  0.24
C  0.18  -0.49  0.29  -0.19
N  0.25  0.87  0.89  -0.79
S  -1.55  -0.87  -0.49  -0.08
H  0.47  -1.16  1.07  0.24
H  0.29  1.51  0.19  0.36
H  -0.69  1.00  1.37  0.37
H  -2.12  0.39  -0.74  0.15

Summary:
- structure (SMILES) = N#C[C@@H](N)S
- frontier orbital gap (eV) = 10.46
- charge = 0
- LUMO level (eV) = 0.49

***

Arrangement Q

Here is a 2-piece molecular cluster, C2H4N2S overall from OMol25. Energies are from the ωB97M-V functional and the def2-TZVPD basis.

Each line ends with the natural charge from an NBO analysis.
Geometry (Å):
C  1.96  -2.71  -0.07  0.08
N  1.00  -2.40  -0.72  -0.42
S  -0.06  -1.90  -1.70  0.09
H  2.76  -3.22  0.37  0.25
C  -1.41  1.83  0.57  -0.05
N  -0.33  2.02  -0.05  -0.58
H  -1.72  0.80  0.70  0.16
H  -2.05  2.58  1.00  0.14
H  -0.16  3.00  -0.11  0.32

Summary:
- structure (SMILES) = C#[N+][S-].C=N
- frontier orbital gap (eV) = 9.30
- charge = 0
- LUMO level (eV) = 0.78

***

What should be chosen as the most stable of them? Choose arrangement P.

***

Arrangement P

Here is a 9-piece molecular cluster, H18O9 overall from OMol25. Energies are from the ωB97M-V functional and the def2-TZVPD basis.

Each line ends with the natural charge from an NBO analysis.
Geometry (Å):
O  20.70  26.39  39.04  -0.93
H  21.58  26.11  39.05  0.48
H  20.88  27.29  39.61  0.49
O  19.48  22.66  38.92  -0.92
H  19.27  23.42  39.31  0.48
H  18.78  22.09  39.33  0.48
O  17.84  25.63  42.49  -0.98
H  17.22  26.30  42.21  0.47
H  18.40  25.43  41.75  0.49
O  20.14  22.34  41.90  -1.03
H  20.64  21.80  41.26  0.51
H  19.41  21.97  42.37  0.52
O  21.58  21.32  39.67  -0.96
H  20.82  21.90  39.44  0.48
H  21.22  20.52  39.48  0.46
O  17.43  25.38  37.82  -0.93
H  18.12  25.28  37.08  0.47
H  18.11  25.46  38.53  0.46
O  17.52  22.43  42.43  -0.94
H  17.81  23.30  42.32  0.49
H  16.97  22.23  41.78  0.46
O  21.50  22.97  43.61  -0.96
H  21.08  23.22  42.83  0.48
H  21.64  22.11  43.65  0.45
O  19.46  24.73  40.66  -1.02
H  20.08  23.99  40.98  0.51
H  20.02  25.36  40.26  0.49

Summary:
- structure (SMILES) = O.O.O.O.O.O.O.O.O
- frontier orbital gap (eV) = 10.16
- charge = 0
- LUMO level (eV) = -0.22

***

Arrangement Q

Here is a 9-piece molecular cluster, H18O9 overall from OMol25. Energies are from the ωB97M-V functional and the def2-TZVPD basis.

Each line ends with the natural charge from an NBO analysis.
Geometry (Å):
O  4.91  -18.84  -14.72  -1.00
H  5.56  -19.46  -14.95  0.48
H  4.15  -19.45  -14.64  0.49
O  3.89  -18.83  -11.80  -0.94
H  4.12  -18.86  -12.71  0.48
H  3.01  -18.48  -11.77  0.46
O  5.85  -21.42  -12.72  -0.97
H  4.94  -21.54  -12.89  0.48
H  6.23  -21.48  -13.64  0.49
O  1.52  -20.08  -16.07  -0.98
H  1.52  -19.27  -15.60  0.49
H  1.43  -19.76  -16.98  0.48
O  7.23  -20.30  -14.76  -0.97
H  7.64  -19.63  -14.22  0.50
H  7.64  -20.11  -15.60  0.48
O  3.15  -20.78  -14.01  -1.01
H  2.57  -20.92  -14.78  0.52
H  2.69  -20.86  -13.18  0.50
O  3.71  -16.90  -16.72  -0.97
H  4.01  -15.96  -16.63  0.47
H  4.08  -17.34  -15.95  0.49
O  6.83  -18.63  -12.53  -0.95
H  7.50  -18.94  -11.91  0.46
H  6.39  -19.44  -12.73  0.49
O  1.33  -17.82  -14.42  -0.94
H  0.70  -17.22  -14.85  0.48
H  2.10  -17.30  -14.48  0.48

Summary:
- structure (SMILES) = O.O.O.O.O.O.O.O.O
- frontier orbital gap (eV) = 11.13
- charge = 0
- LUMO level (eV) = 0.28

***

What should be chosen as the most stable of them? Choose arrangement Q.

***

Arrangement P

Here is a 9-piece molecular cluster, H18O9 overall from OMol25. Energies are from the ωB97M-V functional and the def2-TZVPD basis.

Each line ends with the natural charge from an NBO analysis.
Geometry (Å):
O  -3.55  2.23  0.35  -0.96
H  -3.16  1.43  -0.01  0.47
H  -2.79  2.80  0.49  0.48
O  1.13  0.81  -2.73  -0.95
H  0.43  1.06  -2.14  0.49
H  1.55  1.65  -3.01  0.49
O  -0.08  2.66  0.12  -0.97
H  0.80  2.92  0.26  0.47
H  -0.03  1.73  -0.01  0.48
O  -0.17  -0.05  -0.21  -1.01
H  0.05  -0.24  0.71  0.50
H  -1.13  -0.14  -0.15  0.49
O  3.22  -0.15  1.57  -0.98
H  3.02  -0.43  0.68  0.48
H  2.35  -0.34  1.89  0.45
O  -0.58  -2.81  -0.15  -0.96
H  -1.12  -3.00  -0.90  0.47
H  -0.40  -1.89  -0.13  0.48
O  0.64  -0.91  2.30  -0.97
H  0.64  -0.76  3.23  0.50
H  0.98  -1.80  2.15  0.50
O  2.55  -0.64  -0.94  -0.98
H  1.87  -0.15  -1.47  0.51
H  2.27  -1.57  -0.96  0.47
O  -2.76  -0.41  -0.24  -0.95
H  -2.91  -1.17  0.40  0.51
H  -2.82  -0.82  -1.11  0.49

Summary:
- structure (SMILES) = O.O.O.O.O.O.O.O.O
- frontier orbital gap (eV) = 10.03
- charge = 0
- LUMO level (eV) = -0.31

***

Arrangement Q

Here is a 9-piece molecular cluster, H18O9 overall from OMol25. Energies are from the ωB97M-V functional and the def2-TZVPD basis.

Each line ends with the natural charge from an NBO analysis.
Geometry (Å):
O  -0.79  -0.72  0.83  -0.95
H  -0.90  -0.80  -0.12  0.49
H  0.16  -0.85  0.97  0.46
O  0.03  3.27  -0.06  -0.95
H  -0.55  3.22  -0.83  0.46
H  0.20  4.21  0.05  0.48
O  -2.34  -2.83  1.00  -0.95
H  -1.65  -2.29  1.38  0.49
H  -2.57  -2.39  0.17  0.45
O  1.36  -1.71  -1.30  -0.94
H  1.05  -1.11  -1.98  0.48
H  0.56  -2.18  -1.02  0.48
O  -1.43  1.04  -0.23  -0.92
H  -0.87  1.07  0.56  0.47
H  -0.88  1.43  -0.92  0.45
O  2.44  -1.36  1.15  -0.93
H  1.85  -1.02  0.47  0.47
H  2.47  -0.65  1.80  0.46
O  4.42  0.15  -1.69  -0.94
H  3.50  0.37  -1.54  0.46
H  4.59  -0.60  -1.11  0.48
O  0.38  1.39  2.99  -0.92
H  -0.06  1.16  2.16  0.46
H  0.87  0.59  3.22  0.46
O  -3.60  0.35  -1.87  -0.93
H  -3.76  -0.49  -2.31  0.46
H  -4.47  0.75  -1.79  0.47

Summary:
- structure (SMILES) = O.O.O.O.O.O.O.O.O
- frontier orbital gap (eV) = 10.47
- charge = 0
- LUMO level (eV) = -0.35

***

What should be chosen as the most stable of them? Choose arrangement P.